Formula: C22H42O7P2Pd
Source: the OMol25 dataset
Level of theory: the ωB97M-V functional and the def2-TZVPD basis

```
! wB97M-V def2-TZVPD RIJCOSX def2/J DEFGRID3
* xyz -2 1
Pd -0.140 -1.028 0.838
C -2.767 3.626 -3.248
C -2.239 3.692 -1.860
C -2.936 4.703 -0.950
O -2.415 2.354 -1.349
P -1.004 1.446 -1.013
O 0.222 2.253 -1.166
C -1.290 0.599 0.455
P 1.453 0.207 1.956
O 1.906 -0.215 3.320
O 2.845 0.566 1.096
C 3.184 0.178 -0.180
C 4.438 -0.688 -0.089
C 3.231 1.368 -1.086
O 0.934 1.805 2.117
C 1.146 2.522 3.300
C 1.517 3.978 2.957
C -0.155 2.434 4.178
O -1.257 0.413 -2.249
C -0.144 -0.261 -2.821
C 0.025 0.494 -4.108
C -0.656 -1.665 -3.043
H -2.920 4.661 -3.613
H -3.766 3.161 -3.277
H -2.068 3.109 -3.904
H -1.169 3.834 -1.843
H -3.970 4.399 -0.679
H -2.975 5.654 -1.583
H -2.538 4.945 0.026
H -2.326 0.322 0.418
H -1.207 1.404 1.204
H 2.390 -0.590 -0.529
H 5.321 -0.184 0.305
H 4.819 -1.000 -1.069
H 4.360 -1.578 0.595
H 4.014 2.109 -0.868
H 2.213 1.857 -1.040
H 3.352 1.005 -2.081
H 1.953 2.021 3.888
H 0.798 4.368 2.266
H 2.436 3.985 2.377
H 1.684 4.559 3.909
H -1.062 2.783 3.702
H 0.023 2.968 5.109
H -0.370 1.405 4.546
H 0.669 -0.299 -2.102
H -0.902 0.222 -4.739
H 0.938 0.276 -4.737
H 0.003 1.524 -3.966
H -1.343 -1.601 -3.900
H -1.192 -2.103 -2.143
H 0.240 -2.265 -3.339
C -3.768 -4.039 -0.708
C -4.119 -2.808 -0.083
C -3.089 -1.973 0.445
C -1.732 -2.277 0.259
C -1.456 -3.495 -0.310
C -2.428 -4.401 -0.760
H -4.624 -4.717 -0.904
H -5.094 -2.552 0.116
H -3.478 -1.036 0.916
H -0.398 -3.817 -0.485
H -2.217 -5.407 -1.233
C 2.968 -3.648 2.242
C 1.494 -3.346 2.108
C 0.714 -4.660 2.037
O 1.186 -2.633 0.919
H 3.124 -4.336 3.102
H 3.625 -2.808 2.179
H 3.269 -4.254 1.391
H 1.167 -2.703 2.939
H 1.095 -5.231 1.150
H -0.246 -4.378 1.749
H 0.702 -5.212 2.944
*
```

E_LUMO: 0.17302 Eh
gap between HOMO and LUMO: 6.069 eV
energy above the lowest of the compared OMol25 structures with the same formula, charge and spin: 0.0 kcal/mol
E_HOMO: -1.36 eV
DFT total energy: -59888.784 eV


Formula: C22H43Ba2F3O22P4
Source: the OMol25 dataset
Level of theory: the ωB97M-V functional and the def2-TZVPD basis

```
! wB97M-V def2-TZVPD RIJCOSX def2/J DEFGRID3
* xyz 2 1
Ba 1.410 0.032 -0.895
Ba -2.595 3.284 6.834
C -0.487 0.357 3.516
C 0.023 0.536 2.221
C -0.343 1.853 1.429
O -0.081 1.904 0.212
C -0.950 2.873 2.169
C -1.331 2.717 3.498
C -1.147 1.369 4.181
O -1.668 1.132 5.319
O -1.608 3.758 4.174
O 0.768 -0.287 1.653
H -0.240 -0.573 4.005
H -1.115 3.838 1.710
C 1.796 -3.572 1.566
O 2.826 -4.167 0.750
P 3.300 -3.462 -0.546
O 3.034 -2.003 -0.630
O 4.802 -3.856 -0.750
C 5.725 -2.874 -1.237
O 2.536 -4.283 -1.650
C 2.853 -4.081 -3.026
H 2.207 -2.738 2.134
H 1.380 -4.320 2.228
H 1.013 -3.133 0.943
H 6.313 -2.443 -0.429
H 5.200 -2.068 -1.753
H 6.405 -3.266 -1.991
H 3.825 -4.473 -3.326
H 2.970 -3.004 -3.213
H 2.032 -4.473 -3.612
C 0.851 5.786 -0.726
O 1.269 4.408 -0.692
P 2.269 3.842 -1.732
O 2.270 2.368 -1.848
O 1.980 4.625 -3.051
C 2.982 4.673 -4.101
O 3.698 4.376 -1.340
C 4.170 4.352 0.017
H 1.546 6.384 -1.320
H 0.934 6.224 0.266
H -0.145 5.848 -1.150
H 3.298 5.710 -4.152
H 2.541 4.342 -5.037
H 3.848 4.047 -3.893
H 4.969 3.631 0.150
H 3.333 4.058 0.659
H 4.426 5.361 0.327
C -3.905 -0.596 -1.062
O -3.534 -1.924 -1.440
P -2.101 -2.480 -1.064
O -0.983 -1.573 -1.373
O -2.164 -2.983 0.422
C -2.240 -2.089 1.536
O -2.097 -3.869 -1.775
C -1.802 -3.931 -3.181
H -3.486 -0.208 -0.132
H -4.978 -0.604 -0.862
H -3.754 0.113 -1.875
H -3.276 -2.052 1.875
H -1.939 -1.075 1.269
H -1.603 -2.442 2.343
H -1.034 -3.213 -3.477
H -2.675 -3.609 -3.755
H -1.575 -4.965 -3.405
C -2.246 2.897 -2.112
O -2.281 1.848 -3.101
P -3.065 2.067 -4.468
O -4.381 2.644 -4.301
O -3.061 0.633 -5.133
C -2.184 -0.440 -4.769
O -2.047 2.844 -5.414
C -0.648 2.909 -5.189
H -2.301 2.340 -1.176
H -3.062 3.607 -2.190
H -1.242 3.322 -2.147
H -1.752 -0.765 -5.713
H -2.745 -1.260 -4.322
H -1.463 -0.113 -4.021
H -0.349 3.937 -4.985
H -0.118 2.507 -6.051
H -0.352 2.300 -4.330
C -3.403 -2.990 5.817
C -2.379 -2.677 6.896
O -1.151 -2.399 6.181
C 0.000 -2.717 6.758
O 0.155 -3.053 7.891
C 1.193 -2.484 5.806
F 0.837 -2.670 4.516
F 1.689 -1.256 5.938
F 2.135 -3.380 6.068
H -3.408 -2.307 4.968
H -4.379 -3.119 6.280
H -3.078 -3.931 5.365
H -2.236 -3.577 7.490
H -2.626 -1.833 7.539
*
```

E_LUMO: -0.23555 Eh
gap between HOMO and LUMO: 5.992 eV
E_HOMO: -12.40 eV
DFT total energy: -115252.571 eV


Formula: C22H43F3NO14S7
Source: the OMol25 dataset
Level of theory: the ωB97M-V functional and the def2-TZVPD basis

```
! wB97M-V def2-TZVPD RIJCOSX def2/J DEFGRID3
* xyz -1 1
C 3.105 1.678 -5.388
S 3.675 1.271 -3.761
O 3.082 -0.018 -3.479
O 5.112 1.234 -3.767
N 3.018 2.298 -2.711
S 3.425 3.814 -2.826
O 2.502 4.629 -3.583
O 4.795 4.113 -3.135
C 3.169 4.384 -1.087
F 4.125 3.923 -0.267
F 3.252 5.734 -1.078
F 1.972 4.063 -0.609
H 3.584 0.977 -6.058
H 2.040 1.503 -5.439
H 3.374 2.686 -5.676
C 2.200 -3.582 -1.018
C 1.021 -4.537 -0.793
C -0.232 -3.675 -0.592
S 0.060 -2.144 -1.493
O 0.120 -1.065 -0.538
O -0.820 -2.092 -2.636
C 1.717 -2.542 -2.028
H 3.078 -4.103 -1.374
H 2.459 -3.090 -0.077
H 0.894 -5.172 -1.675
H 1.189 -5.192 0.060
H -1.125 -4.156 -0.984
H -0.382 -3.419 0.454
H 2.322 -1.637 -2.053
H 1.643 -2.967 -3.028
C 3.438 -9.404 -1.371
C 3.244 -9.015 -2.843
C 3.391 -7.491 -2.938
S 4.484 -7.008 -1.594
O 3.736 -6.202 -0.664
O 5.742 -6.563 -2.129
C 4.676 -8.647 -0.899
H 3.558 -10.479 -1.248
H 2.568 -9.093 -0.789
H 4.012 -9.498 -3.451
H 2.276 -9.338 -3.222
H 3.833 -7.175 -3.878
H 2.440 -6.983 -2.788
H 4.757 -8.573 0.182
H 5.587 -9.075 -1.316
C -1.540 -1.290 5.153
C -0.835 -0.331 4.184
C -0.800 -1.006 2.803
S -2.226 -2.093 2.755
O -1.763 -3.461 2.681
O -3.200 -1.577 1.826
C -2.788 -1.775 4.425
H -1.794 -0.801 6.093
H -0.888 -2.138 5.378
H -1.403 0.599 4.114
H 0.170 -0.085 4.525
H -0.877 -0.289 1.990
H 0.088 -1.620 2.668
H -3.217 -2.682 4.845
H -3.541 -0.991 4.370
C -4.981 4.115 3.291
C -6.109 3.229 3.837
C -5.452 2.050 4.567
S -3.863 2.651 5.155
O -2.819 1.929 4.466
O -3.879 2.747 6.592
C -3.990 4.284 4.438
H -5.353 5.077 2.943
H -4.495 3.618 2.449
H -6.718 3.803 4.539
H -6.767 2.879 3.044
H -6.035 1.712 5.420
H -5.262 1.215 3.894
H -3.006 4.617 4.118
H -4.380 4.950 5.208
C -1.175 6.471 -2.917
C -0.342 6.807 -1.676
C -1.232 7.629 -0.733
S -2.921 7.112 -1.067
O -3.649 8.230 -1.620
O -3.438 6.378 0.063
C -2.520 5.977 -2.391
H -0.686 5.721 -3.536
H -1.321 7.368 -3.523
H -0.032 5.882 -1.189
H 0.561 7.357 -1.932
H -1.009 7.440 0.314
H -1.164 8.695 -0.938
H -3.314 5.995 -3.134
H -2.434 4.981 -1.956
*
```

E_LUMO: 0.06534 Eh
gap between HOMO and LUMO: 8.132 eV
E_HOMO: -6.35 eV
DFT total energy: -137665.921 eV


Formula: C22H43N2OP3W
Source: the OMol25 dataset
Level of theory: the ωB97M-V functional and the def2-TZVPD basis

```
! wB97M-V def2-TZVPD RIJCOSX def2/J DEFGRID3
* xyz 4 3
W 0.526 0.984 0.774
P 1.919 -0.753 1.874
P 2.304 2.366 0.506
P -0.801 -1.845 0.020
H 1.006 0.697 -2.077
C 0.357 0.511 -1.219
C -0.957 0.969 -0.827
H -1.716 0.258 -0.625
C 3.046 -1.729 0.793
C 3.123 -0.051 3.024
C 1.286 -1.998 3.033
C 1.535 3.720 -0.422
C 2.932 3.089 2.021
C 3.747 1.841 -0.473
C -2.536 -1.964 -0.527
C -0.915 -3.185 1.172
C 0.258 -2.450 -1.402
H 1.126 -0.284 -0.148
H -1.447 1.646 -1.484
H 3.752 -2.337 1.390
H 3.657 -1.081 0.156
H 2.527 -2.418 0.121
H 3.451 -0.778 3.774
H 2.673 0.755 3.592
H 4.024 0.324 2.547
H 1.918 -2.092 3.924
H 1.233 -3.005 2.623
H 0.297 -1.744 3.409
H 0.886 4.357 0.136
H 0.975 3.198 -1.238
H 2.333 4.361 -0.859
H 3.666 3.835 1.742
H 3.409 2.330 2.620
H 2.108 3.523 2.572
H 4.151 2.729 -0.954
H 3.502 1.088 -1.217
H 4.501 1.439 0.200
H -3.169 -2.189 0.339
H -2.611 -2.837 -1.165
H -3.022 -1.152 -1.051
H -1.705 -3.873 0.821
H -1.234 -2.797 2.156
H 0.006 -3.767 1.307
H -0.394 -2.782 -2.225
H 0.861 -3.318 -1.105
H 0.935 -1.692 -1.840
C -1.445 -0.780 -4.351
C -0.273 -1.144 -4.969
C -0.482 -2.248 -5.799
C -1.802 -2.553 -6.207
C -2.838 -1.601 -6.033
C -2.604 -0.589 -5.137
O -1.670 -0.804 -3.070
H -1.327 -1.461 -2.471
H 0.688 -0.672 -4.837
H 0.351 -2.922 -6.075
H -1.980 -3.451 -6.823
H -3.816 -1.744 -6.496
H -3.293 0.186 -4.860
N -4.020 2.712 4.488
C -3.040 2.341 3.636
C -1.989 1.497 4.055
C -1.004 1.119 3.169
N -1.106 1.539 1.870
C -2.089 2.381 1.421
C -3.048 2.803 2.306
H -4.050 2.400 5.442
H -4.760 3.316 4.181
H -1.919 1.127 5.070
H -0.138 0.487 3.411
H -2.058 2.684 0.358
H -3.809 3.475 1.932
*
```

E_LUMO (alpha / beta): -0.49185 / -0.48539 Eh
gap between HOMO and LUMO (alpha / beta): 5.808 / 6.457 eV
energy above the lowest of the compared OMol25 structures with the same formula, charge and spin: 26.4 kcal/mol
E_HOMO (alpha / beta): -19.19 / -19.66 eV
⟨S²⟩: 2.03
DFT total energy: -58184.439 eV


Formula: C22H43N2P3RuS
Source: the OMol25 dataset
Level of theory: the ωB97M-V functional and the def2-TZVPD basis

```
! wB97M-V def2-TZVPD RIJCOSX def2/J DEFGRID3
* xyz 3 6
Ru 0.050 -0.096 0.075
P -0.311 -2.184 -0.859
P -1.338 -1.370 2.041
P -0.187 0.948 -1.881
H 1.107 -0.893 2.647
C 1.448 -0.212 1.927
C 0.943 1.094 1.863
H 0.115 1.418 2.505
C 1.207 -3.109 -0.463
C -1.614 -3.443 -0.525
C -0.391 -2.366 -2.681
C -1.447 -0.383 3.611
C -3.126 -1.909 1.961
C -0.509 -2.900 2.755
C -0.093 2.755 -1.483
C -1.545 1.025 -3.117
C 1.178 0.565 -3.106
H 2.464 -0.410 1.565
H 1.575 1.906 1.419
H 1.190 -4.074 -0.979
H 1.296 -3.284 0.612
H 2.079 -2.532 -0.787
H -1.400 -4.321 -1.152
H -2.589 -3.075 -0.824
H -1.654 -3.761 0.524
H -0.407 -3.440 -2.904
H 0.447 -1.880 -3.182
H -1.331 -1.956 -3.066
H -2.146 -0.950 4.296
H -1.913 0.594 3.362
H -0.439 -0.261 4.046
H -3.210 -2.901 2.447
H -3.474 -1.972 0.923
H -3.725 -1.175 2.534
H -0.981 -3.053 3.746
H 0.566 -2.691 2.884
H -0.665 -3.782 2.112
H 0.243 3.294 -2.390
H 0.567 3.000 -0.647
H -1.127 3.083 -1.264
H -1.186 1.684 -3.931
H -2.422 1.466 -2.641
H -1.746 0.022 -3.508
H 1.742 1.459 -3.398
H 0.720 0.136 -4.005
H 1.904 -0.185 -2.728
C 4.401 2.125 -0.351
C 5.564 1.438 -0.788
C 6.853 1.838 -0.387
C 7.030 2.951 0.435
C 5.897 3.652 0.897
C 4.622 3.254 0.498
S 2.801 1.808 -0.935
H 1.593 0.489 -0.596
H 5.449 0.567 -1.430
H 7.722 1.264 -0.690
H 8.034 3.274 0.759
H 6.015 4.496 1.570
H 3.731 3.778 0.864
N -2.424 1.919 1.522
C -3.189 1.153 0.684
C -4.587 1.245 0.676
C -5.354 0.457 -0.182
C -4.641 -0.440 -0.986
C -3.238 -0.466 -0.926
N -2.484 0.330 -0.141
H -1.427 1.991 1.302
H -2.839 2.657 2.071
H -5.029 2.009 1.313
H -6.450 0.516 -0.187
H -5.189 -1.063 -1.698
H -2.726 -1.122 -1.627
*
```

E_LUMO (alpha / beta): -0.31642 / -0.47214 Eh
gap between HOMO and LUMO (alpha / beta): 6.267 / 3.386 eV
energy above the lowest of the compared OMol25 structures with the same formula, charge and spin: 0.0 kcal/mol
E_HOMO (alpha / beta): -14.88 / -16.23 eV
⟨S²⟩: 8.81
DFT total energy: -67744.773 eV


Formula: C22H43N4P2S
Source: the OMol25 dataset
Level of theory: the ωB97M-V functional and the def2-TZVPD basis

```
! wB97M-V def2-TZVPD RIJCOSX def2/J DEFGRID3
* xyz 1 1
C 0.924 -4.040 2.483
C 0.084 -3.618 1.154
P 0.545 -1.956 0.344
C 1.107 -2.462 -1.454
C 2.025 -1.083 1.153
N 3.268 -1.781 1.570
C 3.942 -2.430 0.579
C 3.681 -4.017 0.117
C 5.209 -1.725 -0.259
S 1.281 -0.606 2.852
C 0.029 0.467 1.967
N 0.646 0.949 0.804
C -0.330 1.774 0.010
C -0.809 0.974 -1.379
C -2.416 0.626 -1.403
C -2.722 -0.067 -2.892
C -2.900 -0.473 -0.288
C -4.409 -0.003 0.256
C -4.240 1.404 1.139
C -4.989 2.665 0.835
C -4.477 3.851 -0.190
C -6.449 2.952 1.594
C 2.072 0.508 0.633
C 2.901 0.712 -0.750
C 2.582 2.054 -1.621
C 2.001 1.827 -3.173
N 2.772 3.360 -1.248
P 3.238 1.431 1.897
N 2.391 2.546 2.772
H 0.598 -5.141 2.779
H 0.634 -3.371 3.428
H 2.088 -3.989 2.401
H 0.132 -4.480 0.339
H -1.059 -3.526 1.485
H 0.428 -1.961 -2.281
H 2.251 -2.294 -1.635
H 0.929 -3.636 -1.580
H 4.121 -4.165 -0.983
H 2.550 -4.301 0.060
H 4.256 -4.775 0.798
H 5.461 -0.710 0.270
H 4.968 -1.617 -1.413
H 6.146 -2.436 -0.091
H -1.060 0.652 2.353
H 0.140 2.803 -0.308
H -1.341 1.950 0.611
H -0.114 0.064 -1.640
H -0.635 1.768 -2.253
H -3.085 1.614 -1.396
H -2.641 -1.257 -2.846
H -1.947 0.359 -3.660
H -3.834 0.144 -3.251
H -2.232 -0.541 0.671
H -3.057 -1.569 -0.728
H -5.167 0.123 -0.635
H -4.836 -0.829 0.989
H -3.459 1.393 2.036
H -5.367 4.634 -0.320
H -4.224 3.472 -1.276
H -3.550 4.442 0.249
H -6.963 3.899 1.099
H -7.126 2.007 1.457
H -6.217 3.183 2.730
H 2.855 -0.205 -1.501
H 4.053 0.794 -0.444
H 2.816 2.040 -3.992
H 1.540 0.751 -3.215
H 1.102 2.605 -3.274
H 3.134 3.337 -0.270
H 4.262 2.201 1.206
H 3.947 0.483 2.749
H 2.546 2.249 3.782
*
```

E_LUMO: -0.14720 Eh
gap between HOMO and LUMO: 4.148 eV
E_HOMO: -8.15 eV
DFT total energy: -58858.298 eV


Q: The highest DFT total energy belongs to which entry?
A: C22H43N2OP3W